Record 1
# C15H26NO2

An isolated ion of composition C15H26NO2 and charge +1 (ωB97M-V with the def2-TZVPD basis set, the Open Molecules 2025 dataset).

Gap between HOMO and LUMO ... 10.019 eV
Electronic energy ... -21555.714 eV
Structure (SMILES) ... CCCC[N@H+](C)CCOc1ccccc1OCC
HOMO energy ... -12.2 eV
Energy above the lowest of the compared OMol25 structures with the same formula, charge and spin ... 11.6 kcal per mole

ORCA input file:
```
! wB97M-V def2-TZVPD RIJCOSX def2/J DEFGRID3
* xyz 1 1
C 0.0727 -3.6161 1.1648
C -0.6831 -2.3634 1.5899
C -1.7213 -1.9674 0.5387
C -2.4543 -0.6688 0.8796
N -1.7942 0.5538 0.3466
C -2.2227 1.7543 1.0828
C -2.0398 0.6877 -1.1086
C -1.2556 1.8624 -1.7270
O 0.0213 1.9679 -1.1527
C 0.9711 1.0357 -1.5508
C 1.4395 0.9403 -2.8515
C 2.4421 0.0350 -3.1537
C 2.9773 -0.7742 -2.1656
C 2.5112 -0.6897 -0.8652
C 1.5024 0.2082 -0.5571
O 0.9399 0.2820 0.7141
C 1.7842 0.8281 1.7354
C 2.0940 2.2984 1.5083
H 0.7921 -3.9008 1.9270
H -0.6127 -4.4466 1.0170
H 0.6087 -3.4433 0.2340
H -1.1849 -2.5496 2.5409
H 0.0279 -1.5504 1.7346
H -1.2290 -1.8936 -0.4323
H -2.4583 -2.7678 0.4612
H -3.4749 -0.6850 0.4898
H -2.5111 -0.5771 1.9658
H -0.7495 0.4718 0.4916
H -3.2863 1.9313 0.9282
H -2.0370 1.6205 2.1466
H -1.6575 2.6187 0.7431
H -1.7281 -0.2419 -1.5882
H -3.1084 0.8303 -1.2813
H -1.2109 1.7182 -2.8121
H -1.7485 2.8171 -1.5298
H 1.0375 1.5886 -3.6150
H 2.8116 -0.0309 -4.1645
H 3.7608 -1.4748 -2.4062
H 2.9161 -1.3238 -0.0915
H 1.2231 0.6824 2.6619
H 2.7102 0.2475 1.7884
H 1.1790 2.8814 1.4350
H 2.6611 2.4301 0.5895
H 2.6844 2.6734 2.3385
*
```

Record 2
# C15H27Br18N3O3

C15H27Br18N3O3 as an isolated structure at a distorted geometry (ωB97M-V with the def2-TZVPD basis set, the Open Molecules 2025 dataset).

Gap between HOMO and LUMO ... 9.671 eV
Electronic energy ... -1287369.705 eV
HOMO energy ... -9.8 eV

ORCA input file:
```
! wB97M-V def2-TZVPD RIJCOSX def2/J DEFGRID3
* xyz 0 1
C 16.2048 8.0275 13.7424
C 17.0752 9.2882 13.7889
O 16.6078 10.3660 14.1186
N 18.3419 9.1047 13.3287
C 19.3629 10.1299 13.2213
H 16.6523 7.0857 13.3887
H 15.3128 8.1529 13.0978
H 15.8530 7.7880 14.7361
H 18.5652 8.1693 13.1232
H 20.0898 9.9444 14.0557
H 18.8708 11.0270 13.5656
H 19.8179 10.1302 12.2307
C 16.8936 12.8471 11.3120
C 15.5688 12.2089 11.0234
O 15.0008 12.4950 9.9894
N 15.0154 11.4980 11.9652
C 13.7898 10.6774 11.7541
H 17.3610 13.3098 10.4281
H 17.6032 12.1143 11.6128
H 16.8688 13.5472 12.1355
H 15.6271 11.2941 12.7529
H 12.9153 11.3065 11.8779
H 13.8577 9.8425 12.5017
H 13.7004 10.2434 10.7714
C 21.1569 9.0904 7.2371
C 20.3120 9.6509 8.3820
O 20.6435 9.6296 9.5363
N 19.0800 10.0903 7.9620
C 18.1818 10.6585 8.9234
H 20.8876 8.1023 6.8048
H 22.1895 9.1210 7.6302
H 21.1436 9.8375 6.4383
H 19.0056 10.3203 6.9767
H 18.3101 9.9383 9.7827
H 17.2131 10.7851 8.4637
H 18.5985 11.5728 9.2705
C 9.3228 8.9021 9.3441
Br 10.2229 7.2695 8.9835
Br 10.0561 9.9561 10.7829
Br 7.4731 8.7691 9.5829
H 9.4974 9.4895 8.4367
C 12.1172 13.2719 13.8029
Br 11.2996 12.9106 15.4639
Br 13.2225 14.8343 14.0497
Br 10.9636 13.3467 12.3215
H 12.8479 12.4646 13.5621
C 13.6700 6.9464 9.9292
Br 13.3422 5.6173 8.6718
Br 15.4575 7.6250 9.8519
Br 13.1217 6.5012 11.7524
H 13.1052 7.8579 9.6432
C 12.0924 8.0583 15.6601
Br 11.1964 8.7709 14.1067
Br 13.5016 9.2761 16.1300
Br 12.8099 6.3121 15.5775
H 11.3578 8.0151 16.4478
C 14.3787 15.5584 9.9792
Br 15.5905 16.3634 11.2581
Br 15.0598 15.3133 8.2473
Br 12.7121 16.4591 10.1099
H 14.2775 14.5523 10.4022
C 13.1325 11.8935 7.2925
Br 13.7698 12.8167 5.9263
Br 13.3542 9.9866 7.2109
Br 11.3691 12.4142 7.8392
H 13.6905 12.0998 8.1802
*
```

Record 3
# C15H27BrCl2O10P3S

A 3-piece molecular cluster, C15H27BrCl2O10P3S overall at a distorted geometry (ωB97M-V with the def2-TZVPD basis set, the Open Molecules 2025 dataset).

Gap between HOMO and LUMO ... 7.638 eV
Electronic energy ... -170255.376 eV
HOMO energy ... -5.2 eV
Energy above the lowest of the compared OMol25 structures with the same formula, charge and spin ... 134.0 kcal per mole

ORCA input file:
```
! wB97M-V def2-TZVPD RIJCOSX def2/J DEFGRID3
* xyz -1 1
C -0.9884 -4.1046 -0.7234
C -1.9333 -4.4682 0.5657
C -1.8232 -3.4272 1.8272
Cl -1.1495 -4.3615 3.2843
C -1.0461 -2.0208 1.5038
O -1.9229 -1.1462 0.6561
P -1.3332 0.5295 0.6615
S -0.0379 -0.1556 -0.9026
C -0.2852 2.1646 0.5082
C -1.0654 3.3451 -0.3304
O -0.5225 3.6815 -1.5265
Cl -2.5871 4.2397 0.2650
O -0.2473 0.2363 2.0184
C -0.6790 -0.9944 2.7612
Br -2.2227 -0.7149 4.0548
P 0.9314 -1.3562 3.7749
P 0.7194 -0.2383 5.6558
O -0.1771 -0.9567 6.7419
O 2.3585 0.0286 6.2409
O 0.0334 1.3764 5.4323
H -1.0950 -2.9908 -1.1112
H -1.3158 -4.7828 -1.6500
H 0.1557 -4.3010 -0.5752
H -3.0235 -4.6350 0.1565
H -1.5729 -5.5277 0.9740
H -2.9429 -3.1314 2.1137
H 0.0455 -2.2457 1.0916
H -2.2991 1.0498 1.5959
H -2.2601 0.9472 -0.3624
H -0.9279 -0.4282 -1.9894
H 0.7035 1.8317 -0.0721
H 0.1017 2.5229 1.5747
H 1.0530 -2.7578 4.0906
H 2.3249 0.7737 6.9361
H -0.6886 1.4689 6.1497
O -1.8569 4.2208 -7.0417
C -1.8434 5.0144 -6.1153
O -2.9209 5.7534 -5.7189
C -2.5190 6.6497 -4.6841
C -1.2729 6.0429 -4.0941
C -0.6461 5.3561 -5.2811
H -2.3326 7.6337 -5.1271
H -3.3188 6.7402 -3.9434
H -0.6191 6.7790 -3.6189
H -1.5459 5.2954 -3.3393
H 0.0024 6.0312 -5.8462
H -0.1033 4.4561 -4.9832
O 3.4816 -3.3081 2.4837
C 3.4681 -3.2874 1.2641
O 2.3669 -2.9964 0.5112
C 2.6834 -3.1720 -0.8689
C 4.1832 -3.0588 -0.9506
C 4.6294 -3.6185 0.3764
H 2.3228 -4.1557 -1.1875
H 2.1831 -2.4016 -1.4629
H 4.6082 -3.5819 -1.8113
H 4.4723 -2.0030 -1.0197
H 4.7527 -4.7044 0.3393
H 5.5445 -3.1362 0.7279
*
```

Record 4
# C15H27BrF3N3O2PS

A 2-piece molecular cluster, C15H27BrF3N3O2PS overall (ωB97M-V with the def2-TZVPD basis set, the Open Molecules 2025 dataset).

Gap between HOMO and LUMO ... 8.509 eV
Electronic energy ... -122870.134 eV
HOMO energy ... -12.2 eV

ORCA input file:
```
! wB97M-V def2-TZVPD RIJCOSX def2/J DEFGRID3
* xyz 1 1
C 2.1025 3.5672 1.1457
C 0.6528 3.3100 1.5634
P -0.5438 3.5330 0.1977
C -1.9551 2.5818 0.8512
C -2.5287 3.4623 1.9839
N 0.2256 2.4160 -1.0008
C -0.0551 1.2307 -1.4781
N -1.1362 0.4825 -1.1948
C -1.2578 -0.5128 -2.2724
C 0.2024 -0.7700 -2.6140
C 0.4116 -1.3178 -4.0262
C 1.2990 -2.5821 -4.1591
C 2.2514 -2.8208 -3.0457
F 1.7478 -3.4468 -1.9591
C 3.5136 -2.4710 -3.0103
F 4.1077 -1.8191 -3.9965
F 4.3453 -2.6818 -2.0117
N 0.7450 0.6119 -2.4246
Br 2.5679 0.6429 -1.9049
H 2.2679 4.5878 0.7923
H 2.7662 3.3996 1.9938
H 2.4188 2.8735 0.3657
H 0.5802 2.3030 1.9847
H 0.3390 4.0363 2.3201
H -2.7074 2.4483 0.0689
H -1.6505 1.6095 1.2338
H -2.1573 3.1413 2.9566
H -2.2703 4.5181 1.8570
H -3.6155 3.4047 2.0047
H 1.0716 2.8167 -1.3925
H -1.9707 1.0118 -0.9830
H -1.7662 -0.0599 -3.1282
H -1.7862 -1.4010 -1.9370
H 0.6391 -1.4178 -1.8491
H 0.8251 -0.5104 -4.6338
H -0.5678 -1.5505 -4.4495
H 1.8666 -2.5274 -5.0879
H 0.6713 -3.4726 -4.2322
C -1.8322 -2.3334 2.1212
C -0.8680 -3.2085 2.9300
C 0.4514 -2.4425 3.0507
S 0.0360 -0.6906 2.9799
O 0.6101 -0.0986 1.7897
O 0.2694 -0.0539 4.2471
C -1.7276 -0.9384 2.7249
H -2.8535 -2.7081 2.1669
H -1.5290 -2.3076 1.0711
H -1.2852 -3.3844 3.9226
H -0.7093 -4.1794 2.4646
H 0.9672 -2.6133 3.9924
H 1.1270 -2.6374 2.2192
H -2.1090 -0.1484 2.0846
H -2.1972 -0.8825 3.7067
*
```

Record 5
# C15H27Cl2EuN2OP2

C15H27Cl2EuN2OP2 as an isolated structure at a distorted geometry (ωB97M-V with the def2-TZVPD basis set, the Open Molecules 2025 dataset).

Gap between HOMO and LUMO (spin up / spin down) ... 5.186 / 8.141 eV
Electronic energy ... -83959.713 eV
HOMO energy (spin up / spin down) ... -14.7 / -14.7 eV
Expectation value of S² ... 12.040

ORCA input file:
```
! wB97M-V def2-TZVPD RIJCOSX def2/J DEFGRID3
* xyz 2 7
C -1.1673 -0.2330 -4.9840
C -0.6185 -0.4373 -3.6044
H -2.1826 0.2017 -4.9605
H -1.2089 -1.2505 -5.3886
H -0.5081 0.3755 -5.6229
O -1.2708 -0.8908 -2.6746
Cl 1.0956 -0.0856 -3.4639
Eu 2.0948 0.0712 0.6025
P 1.0218 -2.6493 -0.4329
C -0.0419 -3.8605 0.4497
C 0.7370 -3.3681 -2.1079
H 0.8144 -4.4590 -2.0115
H 2.5836 -4.5127 -0.3005
H 1.4811 -3.0101 -2.8277
H 3.3505 -3.0377 -0.9508
H -1.0785 -3.7265 0.1120
H -0.2594 -3.1044 -2.4723
C 2.6740 -3.4243 -0.1755
H 0.2829 -4.8785 0.2007
H 3.1034 -3.1996 0.8129
H 0.0094 -3.7158 1.5384
P 0.6580 2.4800 -0.6706
C -0.3520 3.6960 0.2665
C 2.3032 3.3093 -0.4716
H 0.9557 2.6460 -3.1132
H 0.3815 4.1792 -2.3722
H -0.7589 2.8203 -2.6432
C 0.2737 3.0846 -2.3730
H 2.9984 2.8866 -1.2172
H 2.1790 4.3872 -0.6732
H -0.1220 4.7141 -0.0651
H -0.1412 3.6043 1.3409
H 2.7227 3.1989 0.5467
H -1.4152 3.4838 0.0947
Cl 4.0436 -0.6817 2.0481
N -0.1957 -0.5390 4.2266
C 0.7459 -0.4501 3.2694
N 0.2103 -0.0003 2.1215
C -1.1456 0.2445 2.3701
C -2.0924 0.9091 1.5860
C -3.2692 1.3315 2.2331
C -3.5245 0.9980 3.5727
C -2.5918 0.2622 4.3244
C -1.4109 -0.0868 3.6973
H -0.0667 -0.8844 5.1709
H 1.8037 -0.6596 3.4194
H -1.8630 1.0728 0.5273
H -4.0065 1.9154 1.6717
H -4.4826 1.3124 4.0086
H -2.7500 -0.0389 5.3654
*
```

Record 6
# C15H27FeN4O6PS

C15H27FeN4O6PS as an isolated structure (ωB97M-V with the def2-TZVPD basis set, the Open Molecules 2025 dataset).

Gap between HOMO and LUMO (spin up / spin down) ... 8.051 / 7.407 eV
Electronic energy ... -88755.988 eV
HOMO energy (spin up / spin down) ... -9.1 / -8.5 eV
Energy above the lowest of the compared OMol25 structures with the same formula, charge and spin ... 0.0 kcal per mole
Expectation value of S² ... 6.009

ORCA input file:
```
! wB97M-V def2-TZVPD RIJCOSX def2/J DEFGRID3
* xyz 0 5
Fe 0.5507 1.3232 0.5663
N 0.4536 1.2705 2.8656
N 0.7158 2.6003 3.2557
C 0.7842 3.5887 2.2468
O 0.7211 4.7505 2.5876
O 0.8996 3.1348 1.0355
H -0.5383 1.0429 2.8572
H 0.9359 0.6470 3.5000
H 0.2552 2.9255 4.0929
N 7.5284 0.5046 1.1532
C 6.8515 0.7716 0.0274
S 7.6106 1.1398 -1.3789
C 5.3441 0.7010 0.1449
C 4.5565 1.0990 -0.9227
C 3.1813 1.0429 -0.8066
N 2.5624 0.6131 0.2981
C 3.3154 0.2193 1.3240
C 4.6965 0.2431 1.2872
H 8.5323 0.5645 1.1195
H 7.0874 0.3594 2.0417
H 5.0210 1.4587 -1.8295
H 2.5429 1.3442 -1.6279
H 2.7908 -0.1306 2.2021
H 5.2230 -0.1105 2.1618
C -1.8065 -3.8767 -0.7137
C -1.1799 -2.5906 -1.2184
C -1.7434 -2.2080 -2.5788
C 0.3366 -2.7018 -1.2613
O -1.5351 -1.6002 -0.2037
P -1.5062 -0.0241 -0.3869
O -0.2975 0.4308 -1.1783
O -1.4296 0.5767 0.9988
O -2.8127 0.3488 -1.1787
C -4.1590 0.5254 -0.6275
C -4.2177 1.8841 0.0484
C -5.0620 0.4758 -1.8459
C -4.4877 -0.6002 0.3411
H -1.5724 -4.6994 -1.3910
H -2.8905 -3.7730 -0.6511
H -1.4244 -4.1200 0.2783
H -1.4817 -2.9825 -3.3015
H -1.3325 -1.2613 -2.9310
H -2.8299 -2.1215 -2.5396
H 0.6283 -3.5030 -1.9430
H 0.7214 -2.9368 -0.2669
H 0.7823 -1.7676 -1.6006
H -3.9901 2.6729 -0.6693
H -3.5025 1.9389 0.8680
H -5.2206 2.0526 0.4451
H -4.7844 1.2568 -2.5538
H -6.1005 0.6267 -1.5463
H -4.9793 -0.4911 -2.3440
H -3.8100 -0.6053 1.1955
H -4.4292 -1.5694 -0.1563
H -5.5048 -0.4603 0.7107
*
```